1.
DFT (wB97M-V/def2-TZVPD) results for a structure of composition C41H57F9GeN2O5PS3Ti.

Structure (XYZ):
```
120
Properties=species:S:1:pos:R:3:mulliken_charge:R:1
Ti 0.98 -0.52 -0.03 1.781
C -0.27 -4.01 -4.71 -1.520
C 1.00 -3.83 -3.89 1.406
C 2.10 -3.18 -4.72 -1.348
C 1.45 -5.22 -3.43 -1.753
O 0.71 -2.97 -2.75 0.094
Ge 1.66 -3.23 -1.28 0.805
O 0.32 -2.37 0.09 -0.709
C 0.27 -3.24 1.29 1.256
C 0.10 -4.70 0.89 -2.006
C 1.54 -3.04 2.11 -0.950
C -0.95 -2.82 2.09 -1.210
O 2.54 -1.36 -0.92 -0.314
C 4.00 -1.28 -0.77 2.035
C 4.38 -0.68 0.59 -1.670
C 4.63 -2.67 -0.84 -1.957
C 4.56 -0.44 -1.91 -1.467
H -0.08 -4.69 -5.54 0.440
H -1.07 -4.43 -4.09 0.382
H -0.61 -3.06 -5.12 0.199
H 2.29 -3.76 -5.63 0.468
H 1.80 -2.17 -5.01 0.223
H 3.02 -3.13 -4.14 0.202
H 1.57 -5.88 -4.29 0.527
H 2.41 -5.18 -2.91 0.457
H 0.71 -5.66 -2.76 0.402
H 1.04 -5.15 0.56 0.373
H -0.25 -5.27 1.75 0.544
H -0.64 -4.80 0.09 0.366
H 2.41 -3.41 1.55 0.165
H 1.69 -1.98 2.33 -0.257
H 1.49 -3.59 3.05 0.692
H -1.85 -3.01 1.51 0.647
H -1.00 -3.38 3.02 0.582
H -0.87 -1.77 2.33 -0.800
H 4.06 -1.35 1.40 0.309
H 5.46 -0.56 0.64 0.555
H 3.93 0.30 0.74 0.091
H 4.24 -3.33 -0.06 0.462
H 4.44 -3.14 -1.82 0.437
H 5.71 -2.60 -0.71 0.562
H 4.31 0.62 -1.79 0.172
H 5.64 -0.52 -1.95 0.551
H 4.16 -0.80 -2.87 0.200
C 3.63 4.04 -0.35 -0.876
O 3.03 2.86 0.24 -0.178
C 2.34 2.07 -0.47 -0.941
O 1.74 1.13 0.10 1.245
N 2.17 2.24 -1.76 0.057
N 1.49 1.15 -2.33 -0.542
H 4.00 4.63 0.48 0.340
H 2.89 4.61 -0.91 0.371
H 4.47 3.77 -0.99 0.307
H 2.92 2.68 -2.29 0.355
H 2.14 0.42 -2.61 0.009
H 0.95 1.45 -3.13 0.381
C -4.28 2.73 -3.05 -0.919
C -3.89 2.12 -1.71 -0.813
S -2.19 1.46 -1.56 0.149
C -2.37 -0.37 -1.47 -0.368
C -2.58 -0.93 -2.90 -1.065
S -1.31 -0.35 -4.08 -0.012
C -2.26 0.28 -5.50 -1.068
C -2.90 1.65 -5.31 -0.511
S -4.49 1.56 -4.42 -0.151
H -3.59 3.51 -3.37 0.373
H -5.27 3.18 -2.94 0.493
H -4.58 1.32 -1.44 0.394
H -3.95 2.90 -0.96 0.427
H -3.20 -0.61 -0.81 0.682
H -1.43 -0.77 -0.93 -0.280
H -3.52 -0.56 -3.28 0.472
H -2.59 -2.02 -2.89 0.551
H -3.02 -0.46 -5.79 0.405
H -1.52 0.34 -6.30 0.474
H -3.12 2.08 -6.29 0.488
H -2.23 2.32 -4.77 0.212
F 1.38 7.32 1.79 -0.253
C 0.14 6.96 2.18 0.735
F -0.05 7.40 3.42 -0.270
F -0.73 7.58 1.37 -0.253
C -0.02 5.46 2.08 0.117
C 0.05 4.87 0.83 -0.973
C -0.13 3.50 0.70 -0.490
C -0.36 2.71 1.82 -0.425
C -0.42 3.32 3.08 -0.053
C -0.26 4.69 3.21 -1.091
P -0.69 0.90 1.69 2.855
C -2.49 0.88 2.10 0.521
C -3.27 2.01 1.86 -0.767
C -4.65 1.95 1.95 -1.296
C -5.28 0.75 2.23 0.045
C -4.53 -0.38 2.50 -1.440
C -3.14 -0.31 2.44 -0.227
C -6.78 0.68 2.13 0.753
F -7.27 -0.47 2.60 -0.271
F -7.14 0.78 0.83 -0.239
F -7.36 1.70 2.78 -0.257
C 0.15 0.38 3.25 -0.482
C 1.55 0.44 3.26 -0.723
C 2.27 0.01 4.36 -0.484
C 1.60 -0.50 5.46 0.029
C 0.21 -0.53 5.49 -1.166
C -0.51 -0.09 4.39 0.226
C 2.36 -1.05 6.64 0.713
F 3.68 -0.87 6.51 -0.282
F 1.97 -0.49 7.79 -0.245
F 2.14 -2.38 6.74 -0.248
H 0.22 5.49 -0.05 0.621
H -0.12 3.06 -0.28 0.513
H -0.62 2.72 3.96 0.556
H -0.32 5.16 4.18 0.572
H -2.80 2.96 1.63 0.461
H -5.25 2.84 1.78 0.490
H -5.01 -1.31 2.74 0.565
H -2.58 -1.20 2.68 0.362
H 2.08 0.87 2.42 0.256
H 3.35 0.06 4.37 0.627
H -0.30 -0.90 6.36 0.507
H -1.59 -0.11 4.42 0.528
```

Computed properties:
ΔE to the lowest compared entry with this formula, charge and spin in eV: 2.3391
Lowest unoccupied orbital energy (spin up / spin down) in eV: -6.47 / -6.21
Spin multiplicity: 2
Total energy in eV: -202533.553
Charge: +2
Expectation value of S²: 0.753

***

2.
DFT (wB97M-V/def2-TZVPD) results for a structure of composition C41H59N7Ti.

Structure (XYZ):
```
108
Properties=species:S:1:pos:R:3:mulliken_charge:R:1
Ti 0.82 -0.76 -0.11 -2.515
C 4.36 1.49 1.00 -2.248
C 3.12 0.88 0.44 1.212
N 2.43 -0.11 0.94 1.446
C 2.82 -0.76 2.17 -0.765
C 2.41 0.14 3.36 -1.104
N 1.05 0.63 3.17 -0.007
C 0.02 -0.16 3.83 -1.674
C -0.42 -1.34 2.96 -0.448
N -0.57 -1.01 1.52 1.516
C -1.61 0.01 1.28 -1.216
C -1.28 0.79 0.01 -0.903
N -1.03 -0.14 -1.14 1.827
C -0.61 0.60 -2.32 0.720
C -1.45 0.74 -3.55 -1.969
C 0.65 1.13 -2.22 -0.598
C 1.27 2.01 -3.17 -1.227
C 2.48 2.58 -2.89 -1.409
C 3.13 2.29 -1.66 -0.305
C 2.56 1.38 -0.81 -0.270
N 1.36 0.79 -1.08 1.564
H 5.08 1.69 0.21 0.542
H 4.84 0.86 1.74 0.459
H 4.12 2.44 1.47 0.340
H 3.90 -0.94 2.22 0.762
H 2.30 -1.73 2.21 -0.128
H 3.08 1.00 3.38 0.404
H 2.54 -0.41 4.30 0.405
H 0.99 1.58 3.52 0.306
H -0.83 0.49 4.04 0.529
H 0.36 -0.57 4.79 0.455
H -1.37 -1.71 3.35 0.538
H 0.31 -2.14 3.03 0.260
H -0.92 -1.88 1.10 -0.348
H -1.64 0.72 2.11 0.777
H -2.60 -0.46 1.20 0.272
H -0.37 1.40 0.19 0.065
H -2.10 1.47 -0.23 1.362
H -2.46 0.38 -3.39 0.060
H -1.01 0.18 -4.38 0.531
H -1.51 1.78 -3.87 0.739
H 0.77 2.22 -4.10 0.617
H 2.95 3.25 -3.59 0.501
H 4.08 2.76 -1.44 0.527
C -4.71 1.11 0.41 -1.619
C -4.72 1.07 -1.13 0.829
C -3.92 2.20 -1.80 -1.458
C -4.50 -0.30 -1.77 0.383
C -5.71 -0.84 -2.24 -1.105
C -5.80 -1.99 -3.00 -1.789
C -4.63 -2.55 -3.46 -0.843
C -3.40 -2.06 -3.04 -0.030
C -2.18 -2.59 -3.76 2.424
C -2.32 -2.22 -5.24 -1.715
C -2.02 -4.11 -3.64 -1.789
C -3.33 -1.04 -2.06 0.324
N -2.10 -1.06 -1.27 1.391
C -1.80 -2.38 -0.90 -1.029
C -0.65 -3.04 -0.65 -1.274
N 0.65 -2.59 -0.47 2.341
C 1.65 -3.61 -0.57 0.252
C 2.82 -3.27 -1.29 0.913
C 3.76 -4.24 -1.62 -0.832
C 3.57 -5.55 -1.24 -1.628
C 2.49 -5.86 -0.46 -0.780
C 1.52 -4.93 -0.09 0.375
C 0.49 -5.54 0.87 -0.187
C -0.62 -6.32 0.12 -1.674
C -0.06 -4.63 1.96 -1.637
C 3.07 -1.84 -1.71 1.325
C 2.62 -1.56 -3.15 -1.247
C 4.52 -1.40 -1.50 -1.860
H -5.44 1.84 0.75 0.468
H -3.76 1.40 0.83 0.306
H -5.00 0.14 0.81 0.363
H -5.75 1.31 -1.39 0.846
H -2.84 2.09 -1.76 0.100
H -4.18 3.15 -1.33 0.477
H -4.21 2.27 -2.84 0.399
H -6.63 -0.34 -1.99 0.519
H -6.76 -2.39 -3.27 0.411
H -4.66 -3.37 -4.16 0.455
H -1.27 -2.11 -3.38 -1.044
H -3.10 -2.81 -5.72 0.433
H -1.39 -2.43 -5.76 0.414
H -2.57 -1.17 -5.38 0.375
H -2.85 -4.62 -4.13 0.449
H -1.98 -4.43 -2.61 0.312
H -1.10 -4.43 -4.13 0.431
H -2.69 -3.00 -0.93 0.351
H -0.77 -4.11 -0.58 -0.653
H 4.64 -3.97 -2.17 0.424
H 4.28 -6.31 -1.52 0.404
H 2.37 -6.88 -0.10 0.516
H 1.07 -6.28 1.42 1.138
H -0.58 -6.16 -0.95 0.367
H -1.61 -6.04 0.49 0.470
H -0.51 -7.39 0.28 0.346
H -0.87 -3.98 1.62 0.203
H 0.75 -4.04 2.39 0.251
H -0.47 -5.26 2.75 0.430
H 2.42 -1.22 -1.04 0.124
H 3.18 -2.18 -3.85 0.387
H 2.81 -0.52 -3.39 0.385
H 1.56 -1.78 -3.26 0.123
H 5.17 -1.87 -2.22 0.625
H 4.88 -1.65 -0.50 0.337
H 4.60 -0.32 -1.64 0.397
```

Computed properties:
Lowest unoccupied orbital energy (spin up / spin down) in eV: -6.64 / -6.64
Total energy in eV: -77005.876
Charge: +2

***

3.
DFT (wB97M-V/def2-TZVPD) results for a structure of composition C41H61AsCuN4OP.

Structure (XYZ):
```
110
Properties=species:S:1:pos:R:3:mulliken_charge:R:1
Cu -0.19 -0.19 -0.03 0.321
C 1.97 -1.54 2.36 -1.545
C 1.28 -0.46 3.19 1.772
C 1.27 -0.82 4.67 -1.905
P -0.36 -0.15 2.33 1.668
C -1.33 0.91 3.52 0.390
C -2.73 1.10 2.94 -1.379
C -0.65 2.26 3.76 -1.483
C -1.24 -1.73 2.49 -1.280
C -1.61 -2.28 3.72 0.091
C -2.28 -3.49 3.83 0.336
C -2.64 -4.08 5.16 -1.686
C -2.60 -4.15 2.64 -1.021
C -2.28 -3.63 1.41 -0.549
C -1.58 -2.40 1.28 -0.131
N -1.21 -1.88 0.10 1.448
C -1.68 -2.40 -1.12 -1.010
C -3.00 -2.21 -1.54 1.575
C -4.01 -1.56 -0.63 -1.826
C -3.38 -2.64 -2.81 -0.880
C -2.49 -3.27 -3.67 0.743
C -2.91 -3.68 -5.05 -1.629
C -1.19 -3.48 -3.22 -0.967
C -0.77 -3.06 -1.97 0.595
C 0.63 -3.32 -1.48 -1.123
H 3.01 -1.68 2.66 0.570
H 1.95 -1.28 1.29 -0.143
H 1.45 -2.49 2.48 0.368
H 1.84 0.48 3.06 -0.695
H 0.82 -1.80 4.83 0.375
H 0.72 -0.08 5.26 0.373
H 2.29 -0.86 5.04 0.507
H -1.41 0.38 4.47 0.638
H -2.66 1.63 1.98 0.114
H -3.35 1.69 3.61 0.541
H -3.21 0.14 2.77 0.272
H -0.60 2.82 2.83 0.088
H 0.36 2.13 4.15 0.243
H -1.22 2.84 4.48 0.539
H -1.38 -1.75 4.64 0.184
H -2.36 -3.41 5.98 0.359
H -2.14 -5.04 5.32 0.324
H -3.72 -4.26 5.23 0.346
H -3.13 -5.10 2.68 0.380
H -2.55 -4.16 0.50 0.546
H -3.53 -0.87 0.07 0.024
H -4.53 -2.31 -0.04 0.422
H -4.76 -1.01 -1.21 0.499
H -4.40 -2.47 -3.13 0.420
H -3.94 -4.05 -5.05 0.389
H -2.26 -4.47 -5.44 0.384
H -2.86 -2.84 -5.74 0.273
H -0.48 -4.00 -3.87 0.332
H 1.23 -3.80 -2.25 0.418
H 0.61 -3.96 -0.59 0.314
H 1.10 -2.38 -1.18 -0.147
C -1.00 0.38 -3.50 -0.824
As 0.41 0.60 -2.16 1.244
C 1.74 -0.39 -3.19 -1.218
C 0.90 2.48 -2.58 -0.990
C 1.65 2.67 -3.86 -0.187
C 1.00 3.00 -5.04 -0.127
C 1.71 3.21 -6.21 -0.822
C 3.09 3.09 -6.22 -0.402
C 3.75 2.76 -5.05 -0.835
C 3.04 2.55 -3.88 0.234
H -0.63 0.64 -4.50 0.611
H -1.87 0.99 -3.29 0.246
H -1.31 -0.67 -3.51 -0.084
H 1.88 0.09 -4.16 0.603
H 1.36 -1.40 -3.34 0.397
H 2.69 -0.43 -2.66 0.014
H 1.50 2.84 -1.74 0.408
H -0.04 3.03 -2.60 0.601
H -0.08 3.12 -5.04 0.424
H 1.18 3.48 -7.12 0.388
H 3.64 3.27 -7.13 0.380
H 4.83 2.67 -5.05 0.407
H 3.55 2.28 -2.96 0.401
C 4.15 2.11 2.59 -1.166
N 3.42 2.01 1.34 0.263
C 2.21 2.82 1.26 -0.244
C 3.60 1.01 0.43 -0.185
O 2.75 0.71 -0.41 0.159
N 4.79 0.31 0.53 0.238
C 6.06 1.03 0.56 -1.205
C 4.85 -0.95 -0.20 -0.926
H 3.44 2.19 3.42 0.375
H 4.80 2.99 2.62 0.307
H 4.75 1.22 2.75 0.361
H 2.47 3.88 1.17 0.401
H 1.62 2.68 2.17 -0.035
H 1.62 2.49 0.42 -0.531
H 5.89 2.09 0.74 0.396
H 6.57 0.93 -0.41 0.371
H 6.71 0.63 1.33 0.308
H 3.88 -1.44 -0.16 0.109
H 5.59 -1.59 0.29 0.374
H 5.14 -0.81 -1.24 0.324
C -3.87 3.78 0.05 -0.434
C -3.82 2.48 -0.41 -1.123
C -2.58 1.89 -0.61 -0.005
N -1.43 2.53 -0.40 0.721
C -1.49 3.79 0.03 -0.254
C -2.68 4.46 0.28 -0.838
H -4.82 4.27 0.23 0.400
H -4.73 1.92 -0.60 0.499
H -2.49 0.86 -0.94 -0.136
H -0.53 4.28 0.19 0.368
H -2.68 5.48 0.64 0.456
```

Computed properties:
Lowest unoccupied orbital energy in eV: 0.52
Total energy in eV: -166284.301
Charge: 0

***

4.
DFT (wB97M-V/def2-TZVPD) results for a structure of composition C41H61CaCl2N7O2S.

Structure (XYZ):
```
115
Properties=species:S:1:pos:R:3:mulliken_charge:R:1
Ca 0.95 -0.20 0.04 1.059
C -0.01 3.23 -3.57 -1.286
C 1.15 3.55 -2.60 1.205
C 2.22 4.38 -3.30 -1.765
C 0.68 4.15 -1.29 0.588
C -0.02 5.33 -1.32 -0.219
C -0.39 5.96 -0.15 -1.555
C -0.10 5.41 1.07 -0.461
C 0.66 4.22 1.18 0.481
C 1.04 3.70 2.55 1.610
C 2.09 4.65 3.20 -1.633
C -0.16 3.43 3.45 -1.232
C 1.00 3.55 -0.02 -0.867
N 1.71 2.33 0.02 2.006
C 3.06 2.46 -0.09 -0.634
O 3.69 3.55 -0.14 -0.814
C 3.89 1.23 -0.18 0.121
C 5.26 1.35 -0.35 -0.701
C 6.01 0.20 -0.44 -0.507
C 5.40 -1.02 -0.50 -0.982
C 4.00 -1.08 -0.43 0.200
N 3.30 0.02 -0.25 0.302
C 3.30 -2.40 -0.61 -0.786
O 4.09 -3.30 -0.93 -0.764
N 1.94 -2.43 -0.61 2.265
C 1.40 -3.69 -0.84 -1.178
C 1.35 -4.69 0.16 1.136
C 0.93 -5.99 -0.18 -0.759
C 0.46 -6.24 -1.44 -1.232
C 0.43 -5.26 -2.41 -1.165
C 0.93 -3.99 -2.16 1.015
C 1.11 -2.99 -3.31 0.520
C 0.21 -1.74 -3.31 -0.769
C 2.57 -2.57 -3.56 -1.483
C 1.94 -4.46 1.57 1.414
C 1.00 -4.98 2.66 -1.475
C 3.27 -5.24 1.69 -1.429
H 0.37 2.76 -4.46 0.498
H -0.57 4.13 -3.84 0.262
H -0.77 2.56 -3.11 0.083
H 1.71 2.61 -2.31 -0.293
H 1.84 5.30 -3.75 0.343
H 2.64 3.84 -4.14 0.440
H 3.04 4.59 -2.60 0.393
H -0.23 5.86 -2.27 0.255
H -0.91 6.90 -0.20 0.458
H -0.38 5.99 1.97 0.333
H 1.66 2.75 2.39 -0.651
H 1.69 5.69 3.38 0.294
H 2.97 4.76 2.56 0.384
H 2.38 4.23 4.18 0.410
H -0.84 4.27 3.52 0.324
H 0.10 3.17 4.50 0.392
H -0.82 2.61 3.14 0.104
H 5.65 2.38 -0.40 0.505
H 7.08 0.26 -0.53 0.443
H 5.92 -1.96 -0.72 0.536
H 1.04 -6.81 0.56 0.216
H 0.12 -7.24 -1.69 0.363
H 0.10 -5.52 -3.42 0.379
H 0.76 -3.56 -4.20 0.494
H 0.50 -1.02 -2.51 -0.313
H -0.85 -1.93 -3.16 0.235
H 0.34 -1.16 -4.24 0.543
H 2.89 -1.68 -3.00 0.116
H 2.66 -2.31 -4.62 0.537
H 3.30 -3.37 -3.35 0.334
H 2.05 -3.36 1.72 -0.401
H 0.97 -6.07 2.71 0.364
H -0.09 -4.75 2.51 0.177
H 1.27 -4.60 3.63 0.451
H 3.07 -6.33 1.59 0.350
H 3.75 -5.08 2.68 0.395
H 3.98 -4.93 0.89 0.308
Cl 0.37 -0.82 4.90 -0.151
C 2.00 -0.28 4.34 -0.574
Cl 2.23 -0.45 2.54 0.036
H 2.78 -0.89 4.79 0.414
H 2.12 0.78 4.52 0.314
C -4.69 3.73 0.79 -1.059
N -3.50 3.08 0.19 0.007
C -3.32 2.45 -0.99 0.175
S -2.19 1.15 -1.10 -0.198
N -4.04 2.85 -2.04 -0.095
C -4.77 4.09 -2.20 -1.020
H -4.70 3.42 1.87 0.345
H -5.65 3.48 0.32 0.353
H -4.63 4.83 0.77 0.321
H -2.89 2.71 0.90 -0.010
H -3.92 2.28 -2.87 0.314
H -5.79 4.07 -1.77 0.258
H -4.82 4.25 -3.29 0.362
H -4.19 4.93 -1.77 0.313
C -5.57 -1.29 1.09 -1.007
C -4.49 -2.19 1.77 -0.622
N -3.27 -2.26 0.98 0.280
C -3.32 -3.30 -0.08 -0.012
C -3.74 -4.71 0.33 -1.343
C -2.23 -1.40 1.18 0.809
C -2.44 -0.34 2.23 -0.755
N -1.08 -1.37 0.52 -0.034
H -6.11 -0.69 1.85 0.335
H -6.35 -1.86 0.59 0.371
H -5.14 -0.56 0.38 0.171
H -4.89 -3.24 1.87 0.281
H -4.30 -1.85 2.79 0.357
H -2.31 -3.35 -0.52 -0.012
H -4.04 -2.93 -0.85 0.199
H -3.11 -5.04 1.18 0.277
H -3.63 -5.43 -0.48 0.381
H -4.75 -4.78 0.75 0.445
H -2.68 -0.77 3.23 0.427
H -3.27 0.31 1.90 0.214
H -1.53 0.26 2.31 -0.256
H -0.92 -2.25 0.03 -0.895
```

Computed properties:
ΔE to the lowest compared entry with this formula, charge and spin in eV: 0.0000
Lowest unoccupied orbital energy in eV: 0.12
Total energy in eV: -112355.701
Charge: 0

***

- Number 2 is which compound?
  C41H59N7Ti

***

- Which value of total energy does entry 3 give?
  -166284.301 eV

***

- The highest total energy belongs to which entry?
  C41H59N7Ti

***

- What is the formula in the second record?
  C41H59N7Ti